An isolated molecule of C4H6O2 at a distorted geometry, computed with ωB97M-V/def2-TZVPD.

Cartesian coordinates (Å):
C  -0.84  -1.03  -0.33
C  0.09  0.11  -0.02
C  -0.39  2.02  0.71
O  -0.25  0.78  1.21
C  1.57  -0.22  0.11
O  2.04  -1.28  -0.22
H  -0.72  -1.82  0.42
H  -1.88  -0.70  -0.33
H  -0.59  -1.44  -1.31
H  0.10  0.90  -0.82
H  -1.26  1.91  -0.02
H  2.17  0.61  0.53

Computed properties:
Strongest force on any atom (Eh/bohr): 0.0232
LUMO (eV): -0.15
HOMO-LUMO gap (eV): 8.82
Spin multiplicity: 1
Energy above the lowest of the compared OMol25 structures with the same formula, charge and spin (kJ/mol): 488.6

***

A cluster of 2 separate species, C4H6O2 in total, computed with ωB97M-V/def2-TZVPD.

Cartesian coordinates (Å):
C  0.76  0.55  1.35
C  -0.27  -0.48  0.97
O  -1.37  -0.58  1.48
C  0.15  -1.50  -0.09
C  -1.12  0.35  -1.80
O  1.28  -1.58  -0.50
H  1.19  1.00  0.45
H  0.30  1.31  1.98
H  1.57  0.06  1.89
H  -0.66  -2.19  -0.38
H  -0.76  1.36  -2.09
H  -1.89  0.13  -2.58

Computed properties:
Strongest force on any atom (Eh/bohr): 0.0113
LUMO (spin up / spin down) (eV): -1.59 / -1.58
HOMO-LUMO gap (spin up / spin down) (eV): 7.86 / 7.87
Spin multiplicity: 1
Energy above the lowest of the compared OMol25 structures with the same formula, charge and spin (kJ/mol): 546.2

***

A cluster of 2 separate species, C4H6O2 in total at a distorted geometry, computed with ωB97M-V/def2-TZVPD.

Cartesian coordinates (Å):
C  0.17  -0.77  1.47
C  -0.81  -1.29  0.71
O  -1.48  -1.95  0.04
H  1.08  -1.31  1.64
H  -0.12  -0.03  2.21
C  -0.47  0.91  -1.09
C  0.91  0.43  -0.31
O  1.63  1.27  0.20
H  -0.98  1.72  -0.57
H  -0.06  1.26  -2.03
H  -1.20  0.15  -1.37
H  1.33  -0.40  -0.90

Computed properties:
SMILES: C=C=O.CC=O
Strongest force on any atom (Eh/bohr): 0.0808
LUMO (eV): 0.22
HOMO-LUMO gap (eV): 9.40
Spin multiplicity: 1
Energy above the lowest of the compared OMol25 structures with the same formula, charge and spin (kJ/mol): 293.1

***

A structure of composition C4H6O2, computed with ωB97M-V/def2-TZVPD.

Cartesian coordinates (Å):
O  1.05  1.74  1.05
C  0.26  1.08  0.29
C  -1.01  1.17  -0.17
C  -0.59  -1.59  -0.12
O  0.39  -1.34  -0.82
C  1.29  0.07  0.05
H  -1.34  0.60  -1.03
H  -1.65  1.98  0.18
H  -0.63  -1.37  0.95
H  -1.44  -2.10  -0.58
H  2.06  0.27  -0.70
H  1.60  -0.53  0.90

Computed properties:
Strongest force on any atom (Eh/bohr): 0.0103
LUMO (eV): -0.41
HOMO-LUMO gap (eV): 7.66
Spin multiplicity: 1
Energy above the lowest of the compared OMol25 structures with the same formula, charge and spin (kJ/mol): 459.8

***

A structure of composition C4H6O2, computed with ωB97M-V/def2-TZVPD.

Cartesian coordinates (Å):
O  1.25  -0.96  2.08
C  0.68  -0.21  1.14
C  -0.16  -0.74  0.02
C  -0.25  0.79  -0.31
O  -0.81  1.44  -1.16
C  0.60  1.11  0.84
H  1.75  -0.38  2.67
H  -1.77  -0.54  -3.29
H  -1.09  -1.22  0.36
H  0.36  -1.39  -0.69
H  -1.51  0.07  -2.96
H  0.95  2.03  1.29

Computed properties:
Strongest force on any atom (Eh/bohr): 0.0092
LUMO (eV): 0.38
HOMO-LUMO gap (eV): 9.95
Spin multiplicity: 1
Energy above the lowest of the compared OMol25 structures with the same formula, charge and spin (kJ/mol): 244.8

***

An isolated molecule of C4H6O2, computed with ωB97M-V/def2-TZVPD.

Cartesian coordinates (Å):
O  2.06  -0.52  1.79
C  1.17  0.05  1.21
C  0.45  -0.64  0.11
C  0.14  0.14  -1.15
C  -0.97  -0.25  -0.24
O  -1.56  0.73  0.56
H  0.89  1.08  1.46
H  0.91  -1.63  0.08
H  0.25  -0.37  -2.10
H  0.42  1.19  -1.16
H  -1.64  -1.05  -0.55
H  -2.12  1.28  0.00

Computed properties:
SMILES: O=C[C@@H]1C[C@@H]1O
Strongest force on any atom (Eh/bohr): 0.0186
LUMO (eV): 0.71
HOMO-LUMO gap (eV): 10.42
Spin multiplicity: 1
Energy above the lowest of the compared OMol25 structures with the same formula, charge and spin (kJ/mol): 173.2

***

An isolated molecule of C4H6O2 at a distorted geometry, computed with ωB97M-V/def2-TZVPD.

Cartesian coordinates (Å):
O  2.03  -0.53  1.96
C  1.27  0.04  1.21
C  0.52  -0.64  0.13
C  0.17  0.16  -1.12
C  -0.92  -0.27  -0.21
O  -1.46  0.82  0.48
H  1.12  1.14  1.26
H  0.78  -1.69  0.02
H  0.41  -0.22  -2.12
H  0.17  1.23  -0.92
H  -1.62  -1.08  -0.41
H  -2.07  1.26  -0.14

Computed properties:
SMILES: O=C[C@@H]1C[C@@H]1O
Strongest force on any atom (Eh/bohr): 0.0214
LUMO (eV): 0.73
HOMO-LUMO gap (eV): 10.45
Spin multiplicity: 1
Energy above the lowest of the compared OMol25 structures with the same formula, charge and spin (kJ/mol): 187.2

***

An isolated molecule of C4H6O2, computed with ωB97M-V/def2-TZVPD.

Cartesian coordinates (Å):
C  1.56  -0.32  0.42
C  0.34  0.42  0.89
O  0.29  0.94  1.98
C  -0.86  0.60  -0.02
C  -1.28  -0.33  -1.07
O  -1.92  -0.32  0.20
H  2.10  0.32  -0.29
H  2.21  -0.52  1.27
H  1.33  -1.25  -0.11
H  -1.18  1.64  -0.09
H  -0.71  -1.23  -1.29
H  -1.89  0.05  -1.90

Computed properties:
SMILES: CC(=O)[C@H]1CO1
Strongest force on any atom (Eh/bohr): 0.0079
LUMO (eV): 0.90
HOMO-LUMO gap (eV): 10.77
Spin multiplicity: 1
Energy above the lowest of the compared OMol25 structures with the same formula, charge and spin (kJ/mol): 184.0

***

An isolated molecule of C4H6O2, computed with ωB97M-V/def2-TZVPD.

Cartesian coordinates (Å):
O  -1.09  -0.21  -1.59
C  -1.41  -0.58  -0.49
C  -0.56  -0.31  0.73
C  0.48  0.75  0.40
C  1.45  0.19  -0.62
O  1.94  -0.91  -0.51
H  -2.35  -1.13  -0.33
H  -0.06  -1.25  0.99
H  -1.20  -0.05  1.58
H  0.01  1.65  0.02
H  1.06  1.01  1.30
H  1.71  0.83  -1.48

Computed properties:
SMILES: O=CCCC=O
Strongest force on any atom (Eh/bohr): 0.0097
LUMO (eV): 0.93
HOMO-LUMO gap (eV): 10.81
Spin multiplicity: 1
Energy above the lowest of the compared OMol25 structures with the same formula, charge and spin (kJ/mol): 93.5

***

An isolated molecule of C4H6O2 at a distorted geometry, computed with ωB97M-V/def2-TZVPD.

Cartesian coordinates (Å):
C  -1.33  0.66  0.28
C  -0.58  -0.56  -0.14
O  -0.18  -0.68  -1.50
C  0.84  -0.79  -0.55
C  1.59  0.31  -0.03
O  2.28  0.04  0.93
H  -1.30  0.81  1.36
H  -0.98  1.56  -0.22
H  -2.39  0.53  0.01
H  -0.62  -1.42  0.62
H  1.25  -1.80  -0.38
H  1.42  1.34  -0.38

Computed properties:
SMILES: C[C@H]1O[C@H]1C=O
Strongest force on any atom (Eh/bohr): 0.0468
LUMO (eV): 0.99
HOMO-LUMO gap (eV): 10.91
Spin multiplicity: 1
Energy above the lowest of the compared OMol25 structures with the same formula, charge and spin (kJ/mol): 285.6

***

An isolated molecule of C4H6O2, computed with ωB97M-V/def2-TZVPD.

Cartesian coordinates (Å):
O  -2.34  0.13  -0.31
C  -1.36  -0.10  0.54
C  -0.24  0.87  0.23
C  1.11  0.15  0.30
C  1.12  -1.08  -0.57
O  2.10  -1.66  -0.96
H  -3.05  -0.50  -0.11
H  0.10  -1.46  -0.81
H  -0.37  1.42  -0.71
H  -0.31  1.61  1.05
H  1.29  -0.19  1.33
H  1.96  0.79  0.02

Computed properties:
Strongest force on any atom (Eh/bohr): 0.0112
LUMO (eV): 0.62
HOMO-LUMO gap (eV): 9.56
Spin multiplicity: 1
Energy above the lowest of the compared OMol25 structures with the same formula, charge and spin (kJ/mol): 309.5

***

An isolated molecule of C4H6O2 at a distorted geometry, computed with ωB97M-V/def2-TZVPD.

Cartesian coordinates (Å):
C  1.55  0.33  -0.75
C  0.41  0.70  0.14
O  0.20  1.81  0.60
C  -0.44  -0.45  0.66
C  -1.80  -0.45  -0.09
O  -2.10  -1.34  -0.85
H  1.39  -0.66  -1.16
H  2.46  0.34  -0.14
H  1.60  1.09  -1.53
H  -0.02  -1.44  0.46
H  -0.38  -0.20  1.71
H  -2.44  0.46  -0.03

Computed properties:
SMILES: CC(=O)CC=O
Strongest force on any atom (Eh/bohr): 0.0234
LUMO (eV): 0.51
HOMO-LUMO gap (eV): 10.45
Spin multiplicity: 1
Energy above the lowest of the compared OMol25 structures with the same formula, charge and spin (kJ/mol): 101.4

***

An isolated molecule of C4H6O2 at a distorted geometry, computed with ωB97M-V/def2-TZVPD.

Cartesian coordinates (Å):
O  0.29  -0.85  2.56
C  -0.66  -0.52  1.91
O  -0.94  -0.98  0.61
C  -0.16  0.00  -0.03
C  -0.24  0.59  -1.38
C  0.98  -0.23  -0.94
H  -1.37  0.27  2.16
H  0.08  0.77  0.71
H  -0.86  0.19  -2.17
H  -0.14  1.67  -1.37
H  1.12  -1.19  -1.41
H  1.89  0.29  -0.65

Computed properties:
SMILES: O=COC1CC1
Strongest force on any atom (Eh/bohr): 0.0203
LUMO (eV): 1.00
HOMO-LUMO gap (eV): 11.19
Spin multiplicity: 1
Energy above the lowest of the compared OMol25 structures with the same formula, charge and spin (kJ/mol): 247.3

***

An isolated molecule of C4H6O2 at a distorted geometry, computed with ωB97M-V/def2-TZVPD.

Cartesian coordinates (Å):
C  -1.40  -1.24  -0.25
C  0.12  -0.75  -0.08
O  0.56  -1.25  -1.09
C  1.14  0.38  0.47
C  0.57  1.78  0.28
O  0.37  2.55  1.19
H  -2.08  -0.53  0.18
H  -1.49  -2.24  0.18
H  -1.67  -1.36  -1.33
H  1.56  0.32  1.48
H  1.97  0.27  -0.26
H  0.37  2.06  -0.77

Computed properties:
SMILES: CC(=O)CC=O
Strongest force on any atom (Eh/bohr): 0.0641
LUMO (eV): 0.32
HOMO-LUMO gap (eV): 9.75
Spin multiplicity: 1
Energy above the lowest of the compared OMol25 structures with the same formula, charge and spin (kJ/mol): 248.8

***

An isolated molecule of C4H6O2 at a distorted geometry, computed with ωB97M-V/def2-TZVPD.

Cartesian coordinates (Å):
O  0.87  1.96  1.51
C  -0.22  1.44  1.45
C  -0.49  0.17  0.77
C  0.52  -0.51  0.19
C  0.23  -1.27  -1.07
O  0.22  -0.10  -1.90
H  -1.11  1.95  1.88
H  -1.52  -0.18  0.68
H  1.55  -0.21  0.33
H  1.01  -1.96  -1.42
H  -0.74  -1.78  -1.09
H  -0.32  0.50  -1.35

Computed properties:
SMILES: O=C/C=C/CO
Strongest force on any atom (Eh/bohr): 0.0218
LUMO (eV): -0.19
HOMO-LUMO gap (eV): 9.87
Spin multiplicity: 1
Energy above the lowest of the compared OMol25 structures with the same formula, charge and spin (kJ/mol): 216.3

***

An isolated molecule of C4H6O2, computed with ωB97M-V/def2-TZVPD.

Cartesian coordinates (Å):
O  2.58  -0.28  -1.24
C  2.20  0.31  -0.25
C  0.79  0.36  0.20
C  -0.19  -0.15  -0.53
C  -1.63  -0.13  -0.09
O  -1.77  -0.07  1.31
H  2.92  0.86  0.39
H  0.57  0.85  1.15
H  0.05  -0.61  -1.49
H  -2.16  -1.00  -0.51
H  -2.12  0.76  -0.49
H  -1.28  -0.81  1.67

Computed properties:
SMILES: O=C/C=C/CO
Strongest force on any atom (Eh/bohr): 0.0104
LUMO (eV): 0.04
HOMO-LUMO gap (eV): 10.06
Spin multiplicity: 1
Energy above the lowest of the compared OMol25 structures with the same formula, charge and spin (kJ/mol): 147.7

***

A cluster of 2 separate species, C4H6O2 in total at a distorted geometry, computed with ωB97M-V/def2-TZVPD.

Cartesian coordinates (Å):
C  0.54  -0.92  1.76
C  0.74  -0.56  0.63
O  1.48  -0.02  -0.44
O  2.91  0.00  -0.30
H  0.22  -1.24  2.71
H  3.15  0.81  -0.77
C  -1.67  0.92  -0.37
C  -1.30  -0.29  -0.80
H  -2.23  1.06  0.55
H  -1.34  1.82  -0.86
H  -1.70  -1.20  -0.35
H  -0.81  -0.38  -1.77

Computed properties:
SMILES: C#COO.C=C
Strongest force on any atom (Eh/bohr): 0.0843
LUMO (eV): 0.45
HOMO-LUMO gap (eV): 9.73
Spin multiplicity: 1
Energy above the lowest of the compared OMol25 structures with the same formula, charge and spin (kJ/mol): 729.7

***

A structure of composition C4H6O2, computed with ωB97M-V/def2-TZVPD.

Cartesian coordinates (Å):
C  -1.50  -0.59  -1.19
O  -2.07  -0.10  -0.01
C  -0.71  0.26  -0.26
C  0.33  -0.47  0.45
C  1.63  0.24  0.53
O  1.09  0.64  1.80
H  -1.32  -1.67  -1.21
H  -1.83  -0.14  -2.13
H  -0.57  1.31  -0.54
H  0.63  -0.25  2.02
H  1.79  1.14  -0.08
H  2.54  -0.36  0.61

Computed properties:
Strongest force on any atom (Eh/bohr): 0.0191
LUMO (eV): 0.27
HOMO-LUMO gap (eV): 9.44
Spin multiplicity: 1
Energy above the lowest of the compared OMol25 structures with the same formula, charge and spin (kJ/mol): 554.7

***

An isolated molecule of C4H6O2, computed with ωB97M-V/def2-TZVPD.

Cartesian coordinates (Å):
C  -1.85  -1.06  0.23
C  -0.67  -0.62  0.60
O  0.41  -0.94  -0.15
C  1.37  0.07  -0.18
C  0.79  1.39  -0.59
O  1.29  2.44  -0.30
H  -2.68  -0.79  0.84
H  -1.96  -1.72  -0.63
H  -0.53  -0.05  1.53
H  2.10  -0.26  -0.92
H  1.85  0.22  0.79
H  -0.12  1.31  -1.23

Computed properties:
SMILES: C=COCC=O
Strongest force on any atom (Eh/bohr): 0.0131
LUMO (eV): 0.80
HOMO-LUMO gap (eV): 10.11
Spin multiplicity: 1
Energy above the lowest of the compared OMol25 structures with the same formula, charge and spin (kJ/mol): 199.3

***

An isolated molecule of C4H6O2, computed with ωB97M-V/def2-TZVPD.

Cartesian coordinates (Å):
O  1.36  -0.98  -1.05
C  0.70  -1.59  -0.23
C  -0.37  -1.02  0.62
C  -0.64  0.29  0.76
C  -0.14  1.43  -0.09
O  -0.20  1.21  -1.47
H  0.93  -2.65  -0.02
H  -0.87  -1.73  1.26
H  -1.32  0.56  1.56
H  -0.76  2.30  0.10
H  0.88  1.69  0.23
H  0.43  0.49  -1.66

Computed properties:
SMILES: O=C/C=C\CO
Strongest force on any atom (Eh/bohr): 0.0096
LUMO (eV): -0.26
HOMO-LUMO gap (eV): 9.90
Spin multiplicity: 1
Energy above the lowest of the compared OMol25 structures with the same formula, charge and spin (kJ/mol): 146.4